[1]
C9H18N2O | ωB97M-V with the def2-TZVPD basis set

Geometry as ORCA input:
```
! RIJCOSX wB97M-V def2-TZVPD def2/J DEFGRID3
* xyz 0 1
C 1.40210 2.29641 0.01497
C 1.92888 1.10188 -0.76511
C 2.90900 0.28722 -0.00865
C 3.55225 -0.78346 -0.50003
C 4.55081 -1.52166 0.24473
O 4.97452 -1.17519 1.34675
H 0.68852 2.86056 -0.57947
H 0.92618 1.98802 0.96143
H 2.22678 2.97955 0.28553
H 1.06741 0.48168 -1.07503
H 2.36450 1.44026 -1.74459
H 3.12256 0.57501 1.02550
H 3.36096 -1.16550 -1.50055
H 4.95044 -2.44523 -0.24722
C -3.10000 -1.37534 -0.63018
C -1.61984 -1.10133 -0.85604
N -1.19878 0.24948 -0.43267
C -1.64148 0.51018 0.94423
C -3.12708 0.25774 1.15969
N -3.56002 -1.08151 0.72556
H -3.32144 -2.42652 -0.84124
H -3.69606 -0.76487 -1.31891
H -1.39805 -1.25471 -1.91054
H -1.01623 -1.83078 -0.28556
H -1.66976 0.93058 -1.04531
H -1.35600 1.53276 1.22211
H -1.08514 -0.16079 1.61316
H -3.72207 0.99024 0.60869
H -3.35786 0.37849 2.22988
H -3.15511 -1.77316 1.35889
*
```

Values from the calculation:
E_HOMO   -8.41 eV
Maximum force   1.99 eV/A
E_tot   -14651.2768 eV
SMILES   CC/C=C/C=O.C1CNCCN1
Orbital gap   8.711 eV

Löwdin atomic charge list, values in e, 4 entries:
1 C -0.125
2 C -0.269
3 C -0.070
4 C -0.089

[2]
C9H18N2O3 | ωB97M-V with the def2-TZVPD basis set

Geometry as ORCA input:
```
! RIJCOSX wB97M-V def2-TZVPD def2/J DEFGRID3
* xyz 0 1
C 3.10387 -0.97496 -0.54929
N 1.76450 -0.39917 -0.66725
C 0.71055 -1.38594 -0.91806
C 0.23486 -2.13454 0.32987
O -0.15583 -1.27608 1.37930
C -1.47347 -0.76081 1.45508
C -2.43127 -0.87510 0.27129
O -2.05097 -0.26842 -0.94656
C -1.88772 1.13603 -0.97122
C -0.42516 1.55582 -1.11577
N 0.36171 1.38828 0.09476
C 0.24507 2.47999 1.06602
C 1.57568 0.70900 0.15328
O 2.46996 1.11450 0.88845
H 3.84702 -0.18322 -0.60522
H 3.24650 -1.50035 0.40263
H 3.26480 -1.67936 -1.38084
H -0.14900 -0.93071 -1.39428
H 1.11206 -2.13202 -1.61780
H 1.05116 -2.73152 0.74721
H -0.57625 -2.83488 0.05196
H -1.35304 0.30311 1.70823
H -1.98644 -1.24274 2.29795
H -2.62064 -1.92111 0.01448
H -3.38744 -0.46724 0.62341
H -2.33416 1.59928 -0.08430
H -2.42501 1.48915 -1.85453
H 0.03297 1.00885 -1.94128
H -0.40556 2.62651 -1.39960
H -0.80262 2.77987 1.13247
H 0.60139 2.14991 2.04638
H 0.84248 3.35786 0.78323
*
```

Values from the calculation:
E_HOMO   -8.66 eV
Maximum force   0.50 eV/A
E_tot   -18746.8234 eV
SMILES   CN1CCOCCOCCN(C)C1=O
Orbital gap   9.512 eV

Löwdin atomic charge list, values in e, 4 entries:
1 C -0.055
2 N -0.081
3 C -0.133
4 C -0.176

[3]
C9H18N2O4S | ωB97M-V with the def2-TZVPD basis set

Geometry as ORCA input:
```
! RIJCOSX wB97M-V def2-TZVPD def2/J DEFGRID3
* xyz 0 1
O 3.41415 1.08303 -1.38824
N 1.85992 0.15254 0.73002
O 2.52629 1.43996 0.71579
O -1.52121 0.54626 -0.79441
O -0.57650 -1.86840 1.84571
C 3.34724 1.67820 -0.32880
C 0.66983 0.02724 0.19039
N 4.26887 2.68550 -0.25629
C 4.41289 3.46927 0.94541
C -0.55476 2.21241 0.70017
C -2.73514 -3.82929 -0.74277
C -0.24813 1.13863 -0.35495
C -3.52217 -2.54280 -1.06124
C -3.03342 -1.39070 -0.17642
C -1.63210 -0.92498 -0.67918
S -0.20953 -1.53965 0.25015
H 0.20314 -1.73510 2.45377
H 4.80975 2.85406 -1.07296
H 5.25963 4.19081 0.84523
H 3.51628 4.01403 1.17861
H 4.68025 2.81810 1.75929
H -1.54034 2.69238 0.58302
H -0.49387 1.73780 1.68267
H 0.24531 2.96112 0.69342
H -3.25107 -4.63559 -1.27900
H -2.82041 -4.07987 0.30774
H -1.67887 -3.75009 -1.03028
H 0.25201 1.60061 -1.21129
H -3.40614 -2.29581 -2.13474
H -4.57243 -2.72366 -0.90602
H -2.95216 -1.67084 0.88924
H -3.72755 -0.53884 -0.28866
H -1.50629 -1.26444 -1.71261
H 0.51652 -2.51188 -0.35281
*
```

Values from the calculation:
E_HOMO   -5.87 eV
Maximum force   4.97 eV/A
E_tot   -31621.5809 eV
Orbital gap   6.044 eV

Löwdin atomic charge list, values in e, 4 entries:
1 O 0.052
2 N 0.036
3 O -0.019
4 O -0.106

[4]
C9H18N2O4S | ωB97M-V with the def2-TZVPD basis set

Geometry as ORCA input:
```
! RIJCOSX wB97M-V def2-TZVPD def2/J DEFGRID3
* xyz 0 1
C 0.47469 1.06238 -0.68461
C 0.97667 0.02603 0.26771
C 0.53093 0.60414 -2.17057
C -0.15061 1.68712 -3.14595
C -2.74672 2.61490 -3.85781
C 0.14686 -2.05295 1.37682
C -1.21844 -2.37020 1.98755
C 1.30173 -2.28200 2.48036
C 1.11406 -1.08783 3.58509
H 1.13876 2.68512 0.50622
H 2.24929 2.44953 -1.10868
H -0.70214 1.10397 -0.55525
H 1.48411 0.55582 -2.75246
H -0.13507 -0.26101 -2.21980
H -0.17310 1.32287 -4.24892
H 0.38130 2.68071 -2.95900
H -3.79700 2.60398 -3.63707
H -2.44369 3.82037 -3.96422
H -2.69465 2.08458 -4.79552
H -0.80432 -0.71329 0.06279
H 0.28185 -2.61789 0.45547
H 2.23975 -2.08818 1.92605
H 1.86798 -3.88749 3.71722
H 1.51537 -0.14083 3.22550
H 1.72057 -1.38528 4.52532
H 0.05076 -0.86013 4.00439
H -1.59105 -0.36178 2.02687
N 1.08606 2.44425 -0.53793
N -0.04611 -0.67916 0.93115
O 2.14109 -0.15354 0.50760
O -1.63356 -3.48550 2.12986
O 1.14867 -3.56129 3.04456
O -1.82006 -1.37849 2.48358
S -1.89400 1.62107 -2.60633
*
```

Values from the calculation:
E_HOMO   -8.88 eV
Maximum force   7.39 eV/A
E_tot   -31626.3721 eV
Orbital gap   9.188 eV

Löwdin atomic charge list, values in e, 4 entries:
1 C -0.399
2 C -0.472
3 C -0.241
4 C -0.476

[5]
C9H18N3 | ωB97M-V with the def2-TZVPD basis set

Geometry as ORCA input:
```
! RIJCOSX wB97M-V def2-TZVPD def2/J DEFGRID3
* xyz 1 1
C 0.94937 -0.68375 -2.42477
C -1.55396 0.76122 -0.23190
C -2.30533 0.24515 -1.10926
C 1.15109 0.02496 -0.23175
C -1.96191 1.78528 0.82167
C -2.55048 -0.56554 -2.28426
C 0.42707 -2.30582 0.20770
C 0.35986 -0.68583 1.94214
C 2.39143 1.67393 1.61041
N 1.66871 -0.57824 -1.36522
N 0.70257 -0.87130 0.60785
N 1.90248 1.10696 0.21815
H -0.10453 -0.50263 -2.34765
H 1.45381 -1.09398 -3.37894
H -1.90871 1.42351 1.83666
H -2.92610 2.06954 0.37416
H -1.45752 2.78546 0.67169
H -2.69620 -1.62481 -2.01699
H -1.78797 -0.35035 -3.03783
H -3.54963 -0.12904 -2.59940
H 0.41682 -2.80099 1.11077
H -0.55659 -2.31323 -0.31573
H 1.38057 -2.56886 -0.31601
H -0.67156 -0.79877 2.19668
H 0.92117 -1.30087 2.65968
H 0.50907 0.27109 2.36334
H 2.66170 0.82736 2.30199
H 1.59086 2.41805 1.86004
H 3.29706 2.03691 1.33621
H 2.24685 1.74461 -0.45941
*
```

Values from the calculation:
E_HOMO   -12.72 eV
Maximum force   5.29 eV/A
E_tot   -14083.2209 eV
Orbital gap   9.128 eV

Löwdin atomic charge list, values in e, 4 entries:
1 C 0.079
2 C -0.088
3 C -0.087
4 C -0.345

[6]
C9H18N3O2 | ωB97M-V with the def2-TZVPD basis set

Geometry as ORCA input:
```
! RIJCOSX wB97M-V def2-TZVPD def2/J DEFGRID3
* xyz 1 1
C -0.78745 2.71533 2.10272
C -0.06399 1.43970 2.33532
O 0.76578 0.92152 2.99774
O -0.65609 0.71361 1.23345
C -0.26104 -0.49461 1.07614
N -1.19314 -1.41543 0.86032
C -2.27966 -0.98949 -0.09020
C -2.03352 -1.18654 -1.63822
C -0.87997 -0.34322 -2.10830
N 0.35308 -0.94659 -1.58026
C 1.69491 -0.43715 -1.61373
C 2.02783 0.63836 -0.58366
C 2.22629 -0.06882 0.82588
N 1.03367 -0.81545 1.18677
H -0.11152 3.54434 2.16260
H -1.26855 2.86422 3.01820
H -1.30783 2.75222 1.15376
H -0.83961 -2.36388 0.85339
H -2.44307 0.01680 0.26507
H -3.15772 -1.48975 0.44749
H -1.84312 -2.24454 -1.75515
H -2.86205 -0.69172 -2.06850
H -0.97352 -0.30971 -3.15405
H -0.82118 0.77570 -1.75463
H 0.40180 -1.92667 -1.75409
H 1.88621 -0.16856 -2.74285
H 2.41845 -1.28794 -1.49756
H 1.28171 1.31571 -0.58070
H 2.87618 1.22883 -0.74867
H 3.05676 -0.66152 0.47348
H 2.46104 0.69084 1.47646
H 1.29931 -1.77558 1.20179
*
```

Values from the calculation:
E_HOMO   -11.97 eV
Maximum force   4.23 eV/A
E_tot   -18181.6550 eV
SMILES   CC(=O)O/C1=[NH+]\CCCNCCCN1
Orbital gap   8.910 eV

Löwdin atomic charge list, values in e, 4 entries:
1 C 0.066
2 C -0.357
3 O 0.197
4 O 0.078

[7]
C9H18N3O5 | ωB97M-V with the def2-TZVPD basis set

Geometry as ORCA input:
```
! RIJCOSX wB97M-V def2-TZVPD def2/J DEFGRID3
* xyz -1 1
C 4.62059 -0.90192 0.68697
C 3.18769 -0.51539 0.92395
N 2.16363 -0.26870 -0.16628
C 1.52583 -1.60921 -0.45572
N 1.54932 -1.90266 -1.95603
C 1.15378 0.79337 0.21947
N 0.43404 0.53744 1.53074
C 0.11509 1.18834 -1.03045
O -1.30170 0.96014 -0.70067
C -1.82746 -0.25932 -1.33271
O -3.29179 -0.32516 -1.44750
C -3.97617 0.42048 -0.38055
C -3.69756 -0.14518 1.14256
O -3.67146 1.02758 2.03920
C 2.04495 2.18669 0.46892
O 1.82670 3.01530 1.51819
O 3.15501 2.58738 -0.44477
H 5.36610 -0.31439 -0.00932
H 5.00552 -1.84340 1.30030
H 2.85367 -0.44707 2.06192
H 0.47600 -1.77866 0.03218
H 2.24533 -2.42787 0.03168
H 0.68158 -1.48174 -2.39036
H 1.36481 -2.94927 -2.01547
H -0.18095 -0.30484 1.49758
H -0.17034 1.33731 1.82175
H 0.46812 0.65963 -2.02905
H 0.21492 2.35780 -1.24932
H -1.36082 -0.46911 -2.40237
H -1.50639 -1.16634 -0.63576
H -5.14464 0.26408 -0.56910
H -3.81966 1.59940 -0.45593
H -2.72678 -0.78874 1.25387
H -4.59743 -0.83800 1.50596
H -3.17954 1.80203 1.63613
*
```

Values from the calculation:
E_HOMO   -3.98 eV
Maximum force   7.79 eV/A
E_tot   -24324.8354 eV
SMILES   C=CN(CN)[C@](N)(COCOCCO)C(=O)[O-]
Orbital gap   6.721 eV

Löwdin atomic charge list, values in e, 4 entries:
1 C -0.027
2 C -0.155
3 N -0.085
4 C -0.274